{
  "formula": "C12H25Cl2GdINP2",
  "method": "wB97M-V/def2-TZVPD",
  "symbols": ["H", "H", "H", "H", "Cl", "H", "H", "H", "H", "C", "N", "H", "C", "C", "H", "Cl", "H", "H", "H", "P", "C", "C", "C", "H", "H", "H", "C", "C", "H", "Gd", "H", "C", "H", "C", "H", "I", "C", "P", "H", "H", "H", "H", "H", "C"],
  "coordinates": [[0.82, 3.22, 2.06], [-1.95, -3.27, 1.26], [1.14, -4.48, -1.31], [1.45, 4.50, 0.97], [-2.03, 3.07, 4.88], [-0.61, 0.08, -5.80], [-1.35, 4.73, -0.29], [-1.97, 3.42, 0.76], [0.31, -3.17, -2.21], [-1.45, 3.64, -0.18], [-1.11, 0.16, 2.29], [1.89, 2.63, -1.90], [-1.28, -0.94, 3.08], [1.25, 3.42, 1.06], [1.10, 4.24, -1.97], [1.94, 0.00, -0.20], [-1.05, -1.92, 2.66], [-2.06, -3.39, -0.51], [0.83, -2.85, 2.50], [0.14, -2.73, 0.15], [-1.75, 1.50, 4.20], [-1.43, -3.63, 0.36], [1.26, -3.20, 1.55], [-1.06, 2.28, 2.34], [-2.24, 0.83, -5.68], [-2.38, 0.45, 5.99], [-1.28, 1.38, 2.90], [-1.74, -0.88, 4.39], [1.91, -2.87, -1.49], [-0.53, 0.00, -0.13], [2.22, -2.67, 1.41], [-2.00, 0.36, 4.97], [0.29, 2.80, -2.65], [0.96, -3.39, -1.35], [2.21, 2.88, 1.00], [-1.38, 0.08, -3.10], [-1.61, -0.01, -5.38], [0.14, 2.74, -0.24], [-1.91, -1.79, 4.96], [1.46, -4.28, 1.62], [-2.08, 3.27, -1.00], [-1.32, -4.72, 0.42], [-2.07, -0.96, -5.61], [0.93, 3.16, -1.84]],
  "s2": 16.0531,
  "orbital_gap_ev": [7.897, 5.267],
  "energy_ha": -3192.9626,
  "charge": 2,
  "max_force_ev_per_a": 1.67,
  "lumo_ha": [-0.25724, -0.33735],
  "spin_multiplicity": 8
}